## A
Density functional theory data (the ωB97M-V functional and the def2-TZVPD basis) for a structure of composition C7H13N2O.

Output
Charge: +1
Spin multiplicity: 1
HOMO energy: -13.20 eV

CARTESIAN COORDINATES (ANGSTROEM)
1 C -1.119 -2.872 0.209
2 C -0.922 -2.439 1.419
3 C -0.831 -2.024 -0.969
4 C 0.006 -1.304 1.796
5 C 0.575 -0.418 0.085
6 C 0.131 3.282 -0.945
7 C 0.259 1.825 -1.075
8 N -0.023 -0.973 -1.020
9 N 0.454 1.081 0.201
10 O 1.900 -0.655 0.244
11 H -1.881 -3.608 -0.066
12 H -1.282 -2.987 2.273
13 H -1.303 -2.336 -1.918
14 H -0.530 -0.731 2.542
15 H 0.956 -1.779 2.106
16 H -0.168 3.699 -1.859
17 H -0.753 3.584 -0.256
18 H 0.959 3.765 -0.497
19 H 0.948 1.417 -1.797
20 H -0.692 1.273 -1.390
21 H -0.272 1.417 0.826
22 H 1.297 1.474 0.701
23 H 2.290 -0.690 -0.610

## B
Density functional theory data (the ωB97M-V functional and the def2-TZVPD basis) for the ion C7H13N2O with charge +1.

Output
Charge: +1
Spin multiplicity: 1
HOMO energy: -13.05 eV

CARTESIAN COORDINATES (ANGSTROEM)
1 C -0.282 0.332 -0.418
2 C -1.425 -0.274 -0.333
3 C 1.504 0.866 1.168
4 C 2.103 -0.997 -0.275
5 C 1.897 1.588 2.381
6 C -3.333 -0.423 -1.862
7 C -2.131 -1.138 -1.371
8 N 0.276 1.146 0.688
9 N 2.313 -0.093 0.770
10 O 3.284 -1.617 -0.296
11 H 0.279 0.457 -1.334
12 H -2.015 -0.206 0.536
13 H 1.643 0.845 3.186
14 H 1.406 2.491 2.367
15 H 2.984 1.893 2.478
16 H -4.017 -1.076 -2.378
17 H -3.198 0.521 -2.611
18 H -3.881 0.033 -1.052
19 H -1.432 -1.578 -2.271
20 H -2.427 -1.994 -0.711
21 H -0.084 1.992 0.980
22 H 3.077 -0.434 1.274
23 H 3.460 -2.334 -0.916

## C
Density functional theory data (the ωB97M-V functional and the def2-TZVPD basis) for a cluster of 2 separate species, C7H13N2O in total.

Output
Charge: +1
Spin multiplicity: 1
HOMO energy: -11.47 eV

CARTESIAN COORDINATES (ANGSTROEM)
1 C 2.190 2.789 0.187
2 C 1.679 1.871 1.061
3 C 0.735 1.500 -0.831
4 C -0.107 0.957 -1.925
5 C 0.199 -2.381 1.328
6 C -2.787 -2.040 -0.284
7 C -0.951 -1.424 1.041
8 N 1.583 2.542 -1.007
9 N 0.773 1.081 0.416
10 O -1.569 -1.775 -0.173
11 H 2.914 3.563 0.321
12 H -0.266 -0.108 -1.789
13 H -1.073 1.459 -1.950
14 H 0.381 1.119 -2.887
15 H 0.672 -2.084 2.258
16 H 0.948 -2.333 0.542
17 H -0.154 -3.403 1.425
18 H -3.159 -2.289 -1.271
19 H 1.888 1.733 2.101
20 H -3.473 -2.019 0.561
21 H -1.677 -1.394 1.860
22 H 1.740 3.046 -1.866
23 H -0.485 -0.411 0.882

Which structure wins on stability? C wins.

## A
Density functional theory data (the ωB97M-V functional and the def2-TZVPD basis) for a cluster of 3 separate species, C9H18NO2 in total.

Output
Charge: +1
Spin multiplicity: 1
HOMO energy: -12.98 eV

CARTESIAN COORDINATES (ANGSTROEM)
1 C -2.361 1.394 -1.933
2 C -3.265 1.139 -1.201
3 C 1.753 -0.719 -1.467
4 C -4.437 0.927 -0.347
5 C 3.638 2.973 0.253
6 C -0.849 -1.750 -0.459
7 C -0.426 -0.649 1.576
8 C 1.043 -2.594 0.902
9 C 1.288 -0.515 -0.220
10 N 0.176 -1.323 0.403
11 O 2.358 -0.906 -2.433
12 O 1.387 0.822 0.218
13 H -1.444 1.253 -2.455
14 H 4.254 3.692 0.701
15 H -4.197 1.418 0.617
16 H -4.510 -0.252 -0.215
17 H -5.385 1.340 -0.780
18 H 2.989 3.387 -0.612
19 H 4.201 2.152 -0.103
20 H 2.945 2.637 1.071
21 H -1.496 -2.549 0.012
22 H -1.476 -0.964 -0.826
23 H -0.303 -2.164 -1.306
24 H -1.167 -1.204 2.142
25 H 0.244 -0.159 2.193
26 H -0.866 0.200 1.150
27 H 1.516 -3.105 0.071
28 H 1.805 -2.401 1.620
29 H 0.328 -3.218 1.379
30 H 2.258 1.141 0.048

## B
Density functional theory data (the ωB97M-V functional and the def2-TZVPD basis) for the ion C9H18NO2 with charge +1.

Output
SMILES: CCC#CC(O)(O)[NH+](CC)CC
Charge: +1
Spin multiplicity: 1
HOMO energy: -13.59 eV

CARTESIAN COORDINATES (ANGSTROEM)
1 C 4.599 -0.633 0.253
2 C 3.866 0.669 -0.175
3 C 2.476 0.730 -0.170
4 C 1.277 0.875 -0.374
5 C -0.203 1.152 -0.001
6 O -0.304 1.205 1.365
7 O -0.512 2.304 -0.647
8 N -1.056 -0.018 -0.568
9 C -2.460 0.293 -0.983
10 C -3.334 0.864 0.099
11 C -1.184 -1.096 0.498
12 C -1.365 -2.542 0.107
13 H 5.425 -0.831 -0.581
14 H 5.094 -0.495 1.229
15 H 3.874 -1.445 0.283
16 H 4.187 0.871 -1.167
17 H 4.158 1.523 0.439
18 H 0.502 1.141 1.790
19 H -1.262 2.805 -0.209
20 H -0.674 -0.333 -1.495
21 H -2.460 1.115 -1.768
22 H -3.027 -0.528 -1.444
23 H -4.263 0.255 0.178
24 H -2.861 0.928 1.095
25 H -3.835 1.854 -0.154
26 H -0.361 -1.005 1.194
27 H -1.986 -0.746 1.097
28 H -2.075 -2.687 -0.716
29 H -0.505 -2.987 -0.167
30 H -1.731 -3.240 0.993

## C
Density functional theory data (the ωB97M-V functional and the def2-TZVPD basis) for the ion C9H18NO2 with charge +1.

Output
SMILES: CC(C)[C@]1(O)OCC[C@H]2CC[N@H+]21
Charge: +1
Spin multiplicity: 1
HOMO energy: -14.46 eV

CARTESIAN COORDINATES (ANGSTROEM)
1 C -0.495 -2.240 1.539
2 C 0.615 -1.159 1.454
3 C 1.923 -1.977 1.137
4 C 0.426 -0.351 0.192
5 O 0.294 -1.079 -0.926
6 O 1.468 0.612 0.189
7 C 1.421 1.431 -1.047
8 C 0.360 2.556 -0.777
9 C -0.951 1.951 -0.396
10 C -1.715 1.356 -1.525
11 C -1.905 0.075 -0.657
12 N -0.901 0.602 0.310
13 H -0.213 -3.105 1.909
14 H -1.029 -2.457 0.575
15 H -1.307 -1.858 2.325
16 H 0.817 -0.583 2.395
17 H 1.960 -2.520 0.131
18 H 2.064 -2.737 1.880
19 H 2.707 -1.292 1.303
20 H 1.073 -1.490 -1.122
21 H 1.217 0.704 -1.917
22 H 2.387 1.770 -1.187
23 H 0.723 3.393 -0.062
24 H 0.282 3.106 -1.656
25 H -1.464 2.779 0.199
26 H -1.242 0.936 -2.395
27 H -2.647 1.797 -1.891
28 H -2.886 0.037 -0.268
29 H -1.709 -0.854 -1.021
30 H -1.274 0.598 1.309

Which structure wins on stability? C wins.